Run P
Entry from the Open Molecules 2025 dataset: a molecular structure, C37H49BClIrN8S4 (wB97M-V/def2-TZVPD).

Geometry as XYZ:
```
101
C37H49BClIrN8S4 (wB97M-V/def2-TZVPD)
Ir -0.50676 1.42489 -0.79467
C -2.46474 -2.14683 -2.02418
C -1.25612 -3.06135 -2.16388
C -1.60903 -4.45695 -1.64994
C -0.86414 -3.10469 -3.63997
N -0.05940 -2.60444 -1.36679
C 1.15150 -3.25605 -1.51102
C 1.98568 -2.77838 -0.56758
N 1.30416 -1.83495 0.16849
B 1.84011 -1.46799 1.59649
N 1.96888 0.00861 2.04515
C 2.26644 0.24091 3.37304
C 2.70988 1.50251 3.48804
N 2.69068 2.06621 2.22555
C 2.22155 1.13475 1.35157
S 1.98137 1.32425 -0.34742
C 3.26270 3.42106 1.91676
C 2.18651 4.32589 1.32998
C 3.76648 4.05595 3.21139
C 4.44858 3.24956 0.96817
N 0.96688 -2.24811 2.63348
C 1.30245 -3.52365 3.02416
C 0.31213 -3.99792 3.80706
N -0.65419 -3.01543 3.89195
C -0.23614 -1.94450 3.16832
S -1.04484 -0.44671 2.97819
C -1.94317 -3.14942 4.65043
C -1.97217 -4.51338 5.33508
C -2.01706 -2.06454 5.72274
C -3.10852 -3.06823 3.66498
C 0.06564 -1.72904 -0.34142
S -1.11044 -0.57308 0.22018
H -3.21596 -2.50307 -2.73041
H -2.23158 -1.11185 -2.27089
H -2.89654 -2.18156 -1.02695
H -2.47941 -4.83044 -2.18925
H -1.85344 -4.42096 -0.58706
H -0.79101 -5.16274 -1.79618
H -1.71422 -3.48084 -4.20878
H -0.02103 -3.76427 -3.84189
H -0.62573 -2.10591 -4.00255
H 1.31719 -4.00490 -2.26174
H 3.00515 -3.03517 -0.34516
H 2.93477 -1.96251 1.64392
H 2.13570 -0.51185 4.12854
H 3.02300 2.03785 4.36164
H 1.38178 4.47935 2.04981
H 1.77033 3.90353 0.42158
H 2.62837 5.29515 1.09577
H 2.96520 4.19827 3.93743
H 4.16150 5.04009 2.96383
H 4.57372 3.48076 3.66569
H 4.14123 2.84357 0.00750
H 5.19447 2.58655 1.40985
H 4.91306 4.22216 0.80252
H 2.22598 -3.98151 2.71895
H 0.22950 -4.93963 4.31239
H -1.16077 -4.62870 6.05500
H -1.94245 -5.33418 4.61780
H -2.91022 -4.58994 5.88232
H -1.15787 -2.12925 6.39217
H -2.92101 -2.21419 6.31322
H -2.05564 -1.06657 5.29231
H -3.03172 -3.86625 2.92405
H -3.14016 -2.10887 3.15416
H -4.04293 -3.19946 4.21053
S -4.35559 3.24991 -2.16026
C -4.76246 1.72573 -1.50338
C -3.67581 1.03281 -1.05835
C -2.44839 1.73416 -1.24824
C -2.68930 2.95158 -1.84286
C -1.57663 3.81553 -2.12818
C -1.64237 5.05949 -2.75592
C -0.48026 5.75056 -3.01743
C 0.74082 5.18808 -2.66036
C 0.74251 3.96189 -2.03221
N -0.38241 3.29043 -1.75314
H -5.79706 1.42252 -1.46501
H -3.76373 0.06598 -0.58405
H -2.60780 5.46152 -3.03160
H -0.51872 6.71682 -3.50273
H 1.67664 5.68907 -2.86069
H 1.66218 3.48081 -1.73035
C 1.08110 -0.39460 -6.86357
C 0.68056 -0.08407 -5.45286
C 1.47884 -0.42358 -4.36844
C 1.08021 -0.09506 -3.08518
N -0.05548 0.55996 -2.81742
C -0.84153 0.87163 -3.85925
C -0.51538 0.56831 -5.16564
H 1.91397 -1.09441 -6.89660
H 1.38699 0.51879 -7.37683
H 0.24592 -0.81695 -7.42224
H 2.41732 -0.94378 -4.51171
H 1.70101 -0.34444 -2.23419
H -1.76209 1.38898 -3.62052
H -1.19577 0.85264 -5.95823
Cl -2.40373 2.46350 1.75045
C -0.74576 2.37214 1.01473
H -0.16648 1.87713 1.79252
H -0.41544 3.40525 0.94522
```

Summary:
**2S+1**: 2
**LUMO energy (spin up / spin down)**: -1.83 / -3.78 eV
**Net charge**: +1

=====

Run Q
Entry from the Open Molecules 2025 dataset: a molecular structure, C37H49BClIrN8S4 (wB97M-V/def2-TZVPD).

Geometry as XYZ:
```
101
C37H49BClIrN8S4 (wB97M-V/def2-TZVPD)
Ir -0.85264 -0.21568 -0.12809
C -2.48836 2.87892 3.81965
C -1.13167 2.79459 4.51300
C -1.04638 1.53785 5.37562
C -1.00660 4.04424 5.39593
N 0.04040 2.78679 3.56919
C 1.29854 3.05479 4.08127
C 2.17626 2.94941 3.07427
N 1.48054 2.61853 1.93118
B 2.30206 2.71742 0.61033
N 3.27834 1.52061 0.46762
C 4.62710 1.67903 0.26373
C 5.16246 0.45673 0.07740
N 4.13169 -0.46482 0.15017
C 2.97455 0.21264 0.37896
S 1.43884 -0.48964 0.76653
C 4.34463 -1.95023 0.13060
C 3.44970 -2.59448 -0.92227
C 5.80192 -2.24805 -0.21630
C 4.04755 -2.50207 1.52500
N 1.45111 2.75207 -0.62034
C 0.77792 2.75925 -1.55690
C -0.92502 3.07245 -3.88261
N -0.70809 0.36476 -4.45896
C 1.03622 0.78039 -3.86552
S 1.98674 -0.00199 -2.86595
C -0.57855 0.55728 -5.97524
C 0.04355 -0.77271 -6.40115
C 0.24480 1.70570 -6.55318
C -2.02400 0.64119 -6.47181
C 0.17725 2.46970 2.24424
S -1.11110 1.96264 1.19856
H -3.23371 3.05286 4.59660
H -2.75050 1.96834 3.29227
H -2.52811 3.70735 3.11333
H -1.87044 1.52731 6.09026
H -0.11015 1.50666 5.93421
H -1.10234 0.64053 4.76230
H -1.90813 4.13267 6.00037
H -0.91535 4.94309 4.78561
H -0.16626 3.99969 6.08562
H 1.46392 3.31648 5.10716
H 3.23719 3.12292 3.05711
H 2.95918 3.72237 0.64143
H 5.08717 2.65049 0.26440
H 6.18105 0.17753 -0.10019
H 3.55573 -2.09128 -1.88514
H 2.40953 -2.56325 -0.61136
H 3.74709 -3.63580 -1.04910
H 6.06842 -1.88464 -1.20992
H 5.92679 -3.32977 -0.21323
H 6.49532 -1.84054 0.51869
H 3.01897 -2.30371 1.81908
H 4.72038 -2.06000 2.26173
H 4.20647 -3.58119 1.52180
H -0.71389 3.95339 -3.31361
H -1.60659 2.87679 -4.69405
H 0.97104 -0.95951 -5.85993
H 0.26540 -0.73649 -7.46826
H -0.63911 -1.60263 -6.21427
H 1.31389 1.53660 -6.43199
H 0.00703 2.67657 -6.12690
H 0.02852 1.74418 -7.62179
H -2.62190 -0.16048 -6.03855
H -2.05050 0.54660 -7.55842
H -2.48281 1.59580 -6.20820
S -2.27802 -3.56601 -2.71579
C -0.57281 -3.62754 -2.76460
C 0.01765 -2.67583 -1.98420
C -0.92228 -1.85059 -1.30366
C -2.20662 -2.23982 -1.62018
C -3.30525 -1.47027 -1.10535
C -4.65450 -1.63796 -1.41193
C -5.58256 -0.76470 -0.89012
C -5.15917 0.26022 -0.04975
C -3.81658 0.37316 0.22966
N -2.90339 -0.46805 -0.28015
H -0.08496 -4.37539 -3.37036
H 1.08737 -2.57417 -1.90425
H -4.94987 -2.44601 -2.06708
H -6.63038 -0.87370 -1.13635
H -5.85457 0.96577 0.38017
H -3.43839 1.14385 0.88835
C -1.86480 -4.09961 4.94724
C -1.59068 -3.18893 3.78928
C -1.01631 -3.65429 2.61229
C -0.76657 -2.78334 1.57222
N -1.05302 -1.47483 1.63467
C -1.59611 -1.01660 2.76787
C -1.87854 -1.83024 3.84630
H -2.01258 -5.12627 4.61705
H -2.74548 -3.77849 5.50147
H -1.01822 -4.09025 5.63681
H -0.76312 -4.69960 2.49382
H -0.31456 -3.13140 0.65496
H -1.80849 0.04416 2.77908
H -2.32808 -1.39784 4.73111
Cl -0.38865 1.64271 -3.39840
C -1.27724 0.78730 -1.82102
H -1.87079 0.16818 -2.50144
H -1.81550 1.73012 -1.65973
```

Summary:
**2S+1**: 2
**LUMO energy (spin up / spin down)**: -2.26 / -3.51 eV
**Net charge**: +1

=====

On energetic grounds, run P is preferred over the next structure by 0.5419 hartree.

=====

Run P
Entry from the Open Molecules 2025 dataset: 2 unconnected molecules or ions with the total composition C2H9N5O (wB97M-V/def2-TZVPD).

Geometry as XYZ:
```
17
C2H9N5O (wB97M-V/def2-TZVPD)
C -2.33091 -0.57108 1.56050
C -1.57017 -0.54097 0.26832
O -1.98224 -1.24679 -0.83865
N -0.49695 0.08078 0.09756
N 0.12501 1.01272 0.97466
N 1.47878 1.30600 0.69267
H -2.89961 -1.62409 1.41601
H -1.55379 -0.76469 2.30756
H -3.14890 0.05261 1.69787
H -1.19584 -1.09320 -1.42433
H -0.01252 0.88545 1.95184
H 2.10812 0.49770 0.65214
H 1.56209 1.94468 -0.08212
H 1.13720 -0.32990 -2.21010
N 2.07051 -0.31018 -2.65668
N 2.87017 0.43247 -2.03840
H 3.83903 0.26848 -2.36886
```

Summary:
**2S+1**: 1
**LUMO energy**: 0.59 eV

=====

Run Q
Entry from the Open Molecules 2025 dataset: 3 unconnected molecules or ions with the total composition C2H9N5O (wB97M-V/def2-TZVPD).

Geometry as XYZ:
```
17
C2H9N5O (wB97M-V/def2-TZVPD)
N 1.96544 -0.50166 -0.61065
N 1.66016 0.32237 -1.57831
N 1.96328 0.04600 0.58084
O 0.18051 -1.53140 -0.20166
H 0.01511 -2.31818 -0.73312
H 0.84185 0.95075 -1.45338
H 1.70310 -0.13934 -2.47496
H 2.09601 -0.67223 1.27978
H 1.16490 0.66073 0.80102
C -1.39967 0.45206 -0.22833
C -1.36863 0.20468 2.05792
N -0.83711 0.71862 1.03194
N -1.01745 1.16212 -1.21597
H -1.56609 0.96633 -2.04949
H -2.24315 -0.24334 -0.25747
H -2.23310 -0.46729 2.02023
H -0.92516 0.38978 3.03162
```

Summary:
**2S+1**: 1
**LUMO energy**: 0.41 eV

=====

On energetic grounds, run P is preferred over the next structure by 0.0176 hartree.

=====

Run P
Entry from the Open Molecules 2025 dataset: a single C5H7ClN2 molecule (wB97M-V/def2-TZVPD).

Geometry as XYZ:
```
15
C5H7ClN2 (wB97M-V/def2-TZVPD)
N 1.51439 -0.84450 1.03780
C 0.91148 0.16712 0.33583
Cl 2.08967 0.98598 -0.88774
C 0.25893 1.26948 1.10673
N -0.84848 1.80551 0.73060
C -1.51920 1.55368 -0.45265
C -1.25832 0.39762 -1.07712
C -0.21224 -0.50823 -0.63042
H 1.96822 -1.65520 0.60877
H 2.02126 -0.52404 1.81810
H 0.83439 1.84877 1.77769
H -2.21404 2.43266 -0.64932
H -1.87457 0.15188 -1.97726
H -0.54216 -1.16120 0.11753
H 0.34399 -0.95978 -1.48317
```

Summary:
**2S+1**: 1
**LUMO energy**: 0.21 eV

=====

Run Q
Entry from the Open Molecules 2025 dataset: a molecular structure, C5H7ClN2 (wB97M-V/def2-TZVPD).

Geometry as XYZ:
```
15
C5H7ClN2 (wB97M-V/def2-TZVPD)
C -1.84291 1.20271 0.34938
C -0.46406 0.50532 -0.06318
C -0.09368 -0.38395 -1.09467
C 1.25404 -1.08518 -0.70962
C 0.64980 0.56950 0.96106
H -1.91101 0.73637 1.57092
H -2.87629 1.06682 -0.07169
H -1.66660 2.27884 0.29891
H 1.05726 -2.45927 -2.06183
H 2.58688 -0.79827 1.02436
H 0.13196 -0.22651 1.79778
H 1.02315 1.71574 1.48245
N 1.75024 -2.03549 -1.48650
N 1.65177 -0.23961 0.28144
Cl -1.25055 -0.84702 -2.27880
```

Summary:
**2S+1**: 1
**LUMO energy**: 0.42 eV

=====

On energetic grounds, run P is preferred over the next structure by 0.1052 hartree.